(1)
# C5H7NO

An isolated molecule of C5H7NO in a non-equilibrium geometry (ωB97M-V/def2-TZVPD, the Open Molecules 2025 dataset).

E_HOMO, eV: -10.42
E, eV: -8834.58794
ΔE to the lowest compared entry with this formula, charge and spin, kJ/mol: 155.8
E_LUMO, eV: 0.8

Geometry as XYZ:
```
14
C5H7NO ωB97M-V/def2-TZVPD
C 0.81676 0.04682 -1.31545
C 0.43534 -0.54885 0.03803
C -0.80003 0.10395 0.66205
C -0.51119 1.46384 1.23648
O 0.58057 1.98051 1.22652
C -0.46283 -2.86507 -0.56426
N 0.12591 -1.93408 -0.15250
H 1.62356 -0.53665 -1.76860
H 1.14910 1.07804 -1.18270
H -0.04211 0.02195 -1.99624
H 1.27669 -0.44571 0.72975
H -1.61069 0.18565 -0.07651
H -1.20157 -0.52834 1.46610
H -1.37952 1.97794 1.69734
```

These are the natural (NBO) partial charges, in e, on atoms 1 to 6:
1 C -0.605
2 C -0.064
3 C -0.515
4 C 0.445
5 O -0.522
6 C 0.289



(2)
# H4NO3PS

A cluster of 2 separate species, H4NO3PS in total in a non-equilibrium geometry (ωB97M-V/def2-TZVPD, the Open Molecules 2025 dataset).

E_HOMO, eV: -9.39
E, eV: -27818.63080
ΔE to the lowest compared entry with this formula, charge and spin, kJ/mol: 316.3
E_LUMO, eV: -0.1

Geometry as XYZ:
```
10
H4NO3PS ωB97M-V/def2-TZVPD
O 0.29006 1.52728 -0.32822
P 0.68574 1.21409 1.02446
O 2.03056 1.77900 1.67671
O 0.74818 2.32187 2.16561
H 0.44077 0.02247 1.67074
N -0.46948 -1.43681 -0.77784
S -1.57528 -1.06988 -2.05406
H -0.91735 -1.19042 0.09858
H 0.35854 -0.86276 -0.90264
H -1.59175 -2.30486 -2.57335
```

These are the natural (NBO) partial charges, in e, on atoms 1 to 6:
1 O -0.995
2 P 2.071
3 O -0.501
4 O -0.503
5 H -0.072
6 N -0.960



(3)
# C8H18NO2

A structure of composition C8H18NO2 in a non-equilibrium geometry (ωB97M-V/def2-TZVPD, the Open Molecules 2025 dataset).

Total charge: +1
E_HOMO, eV: -13.27
E, eV: -14163.19305
ΔE to the lowest compared entry with this formula, charge and spin, kJ/mol: 250.6
E_LUMO, eV: -2.7

Geometry as XYZ:
```
29
C8H18NO2 ωB97M-V/def2-TZVPD
C -1.00226 0.63368 -0.18274
C 1.13978 -2.11057 -1.07767
C 0.16926 1.16551 -2.72911
C -0.12565 1.41928 2.01511
C -1.69087 -0.43931 1.89166
C 0.15783 -1.96110 0.11685
C 0.47905 -0.72650 0.93397
C 0.22152 1.80094 -1.32655
N -0.64272 0.23180 1.21298
O -2.05997 0.27600 -0.57849
O 1.44220 1.93182 -0.84937
H 0.66626 -2.35158 -2.04643
H 1.59207 -1.23227 -1.20021
H 1.86623 -2.82861 -0.83182
H 0.63590 0.23418 -2.62681
H -0.90380 0.94395 -2.91870
H 0.76538 1.73275 -3.52635
H 0.49896 1.06018 2.83645
H 0.46330 1.95379 1.40517
H -0.83527 2.02407 2.38833
H -1.37898 -0.76755 2.92512
H -2.58698 0.25969 2.07814
H -1.94114 -1.45005 1.34604
H 0.23756 -2.87129 0.82936
H -0.89350 -1.79999 -0.18217
H 0.80768 -1.02514 1.98041
H 1.30391 -0.17526 0.50510
H -0.46243 2.58680 -1.05974
H 2.07667 1.48477 -1.32852
```

These are the natural (NBO) partial charges, in e, on atoms 1 to 6:
1 C 0.603
2 C -0.595
3 C -0.689
4 C -0.378
5 C -0.457
6 C -0.448



(4)
# C5H10O2

An isolated molecule of C5H10O2 in a non-equilibrium geometry (ωB97M-V/def2-TZVPD, the Open Molecules 2025 dataset).

E_HOMO, eV: -9.78
E, eV: -9439.45148
ΔE to the lowest compared entry with this formula, charge and spin, kJ/mol: 346.5
E_LUMO, eV: 0.9

Geometry as XYZ:
```
17
C5H10O2 ωB97M-V/def2-TZVPD
C 1.62043 -1.48832 0.56719
C 1.07645 -0.29980 0.34084
C 1.73655 0.70425 -0.70861
C -0.22562 0.10923 0.81451
O -0.37815 1.50275 0.71213
O -1.12460 -0.45096 -0.39946
C -2.46074 -0.16442 -0.28034
H 1.26972 -2.24994 1.24517
H 2.53822 -1.72802 0.08974
H 1.03318 0.73092 -1.50360
H 2.00009 1.71810 -0.33603
H 2.69913 0.25843 -1.01958
H -0.75181 -0.04634 1.71289
H -0.30054 1.61694 -0.23044
H -2.70731 0.97910 -0.26497
H -3.09363 -0.50704 0.53779
H -2.93138 -0.68489 -1.27724
```

These are the natural (NBO) partial charges, in e, on atoms 1 to 6:
1 C -0.348
2 C -0.027
3 C -0.648
4 C 0.321
5 O -0.700
6 O -0.587



Q: What is the formula in the fourth record?
A: C5H10O2



Q: Number 4 is which compound?
A: C5H10O2



Q: Which of these has the lowest ΔE to the lowest compared entry with this formula, charge and spin?
A: C5H7NO



Q: The lowest ΔE to the lowest compared entry with this formula, charge and spin belongs to which entry?
A: C5H7NO